1 | DFT (the ωB97M-V functional and the def2-TZVPD basis) results for a single C5H7ClN2 molecule.

Cartesian coordinates (Å):
1 C 1.77 0.96 1.43
2 C 1.03 -0.06 0.97
3 C 0.54 1.86 -0.04
4 C -1.01 -1.76 -0.79
5 C -1.08 -0.26 -0.77
6 N 1.52 2.13 0.72
7 N 0.25 0.51 -0.07
8 Cl -2.53 0.44 -0.02
9 H 2.44 0.89 2.22
10 H 1.00 -1.12 1.06
11 H 0.08 2.65 -0.57
12 H -1.22 -2.13 0.28
13 H -1.67 -2.13 -1.54
14 H -0.13 -2.23 -1.26
15 H -0.99 0.25 -1.65

Calculated values
- total charge = 0
- SMILES string = C[C@@H](Cl)n1ccnc1
- E_HOMO (eV) = -8.877
- frontier orbital gap (Ha) = 0.3530


2 | DFT (the ωB97M-V functional and the def2-TZVPD basis) results for a single C5H7ClN2 molecule.

Cartesian coordinates (Å):
1 C 0.07 0.27 1.04
2 C 1.05 -0.86 0.69
3 C 1.37 -0.73 -0.78
4 C -1.32 1.09 -1.02
5 C -1.13 0.17 0.14
6 H 0.58 1.25 0.93
7 H 0.66 -1.82 0.95
8 H 1.99 -0.68 1.25
9 H 2.38 -0.95 -1.10
10 H -0.55 1.84 -1.10
11 H -2.34 1.33 -1.40
12 H -1.94 -0.40 0.58
13 N 0.48 -0.40 -1.67
14 N -0.83 -0.29 -1.25
15 Cl -0.47 0.18 2.72

Calculated values
- total charge = 0
- SMILES string = Cl[C@H]1CC=NN2C[C@H]12
- E_HOMO (eV) = -9.277
- frontier orbital gap (Ha) = 0.3769


Relative energies with respect to the most stable structure, expressed in hartree: 1 0.0000; 2 0.0273.